No. 1
Formula: C6H5ClN5O2S
Source: OMol25
Level of theory: ωB97M-V/def2-TZVPD

Positions of all 20 atoms, in Å:
N -3.96 -4.40 -1.33
H -1.25 0.96 -0.09
N -2.25 -1.14 -0.57
O -0.70 -2.97 -2.05
C -0.86 -0.88 -0.38
C -2.68 -2.28 -0.47
C -3.41 -3.43 -0.57
H -0.31 -1.80 0.22
N -0.24 -0.83 -1.75
C -3.29 -5.47 -1.11
N -0.71 0.27 0.36
H 1.20 0.27 1.29
C 0.68 0.76 0.46
N -0.24 -1.89 -2.44
Cl -3.56 -7.01 -1.74
H 1.08 0.54 -0.47
C -2.17 -3.65 0.03
O 0.31 -1.84 -3.54
S -1.76 -5.30 -0.13
H 0.52 1.80 0.63

Results
energy	-1514.06967	Eh
SMILES	CN[C@H](N=[N+]([O-])[O-])/N=c1/c2nc(Cl)sc12
Kohn-Sham gap	0.264	hartree
charge	-1

No. 2
Formula: C6H5F6NOS
Source: OMol25
Level of theory: ωB97M-V/def2-TZVPD

Positions of all 20 atoms, in Å:
C 1.01 -0.22 -1.22
H 2.33 0.46 1.81
F -2.15 1.44 1.40
F -2.02 1.99 -0.73
S 0.17 -0.76 1.32
H 1.44 -0.10 -2.19
C -1.03 0.00 -0.22
H 2.05 -1.61 -0.03
C -2.25 -0.80 -0.49
C 2.55 0.39 0.68
F -0.30 2.05 0.57
F -3.16 -0.06 -1.16
F -1.98 -1.82 -1.31
C 1.58 -0.61 0.11
F -2.75 -1.12 0.69
N -0.19 0.08 -1.44
H 3.63 0.23 0.46
C -1.39 1.39 0.28
O 0.07 -2.25 1.24
H 2.41 1.31 0.25

Results
energy	-1358.94913	Eh
Kohn-Sham gap	0.364	hartree
charge	0

No. 3
Formula: C6H5FN2
Source: OMol25
Level of theory: ωB97M-V/def2-TZVPD

Positions of all 14 atoms, in Å:
C 0.13 1.09 -0.64
C 0.49 -1.66 -0.14
H 0.76 -2.63 -0.12
C -1.16 0.22 -0.51
C -1.65 0.18 0.86
N -0.62 -1.53 -0.72
N -2.10 0.26 1.90
F -2.05 0.56 -1.44
H 1.56 1.54 1.03
H -0.32 2.17 -0.70
C 1.05 0.70 0.49
H 2.12 -1.10 1.21
C 1.33 -0.62 0.51
H 0.46 0.84 -1.71

Results
energy	-440.89011	Eh
Kohn-Sham gap	0.354	hartree
charge	0

No. 4
Formula: C6H5IN2O2
Source: OMol25
Level of theory: ωB97M-V/def2-TZVPD

Positions of all 16 atoms, in Å:
N -0.65 -0.13 -1.94
O -0.30 -2.98 1.95
H -0.28 1.87 0.73
I -2.83 1.79 -0.27
C 0.30 -0.25 2.29
C 1.39 0.55 -0.72
H -0.49 0.23 -2.87
H -1.62 -0.40 -1.95
O -1.93 -1.71 1.02
N 1.19 0.05 1.60
H 3.02 0.14 0.63
C -0.07 0.64 -0.91
C -0.74 1.38 -0.02
C 1.91 0.36 0.49
C -1.05 -2.21 1.54
H 2.15 0.66 -1.58

Results
energy	-789.12092	Eh
Kohn-Sham gap (spin up / spin down)	0.206 / 0.249	hartree
2S+1	3
charge	0

No. 5
Formula: C6H5IO2
Source: OMol25
Level of theory: ωB97M-V/def2-TZVPD

Positions of all 14 atoms, in Å:
C 0.61 0.16 -0.09
C -1.98 -0.14 -0.63
C 0.21 0.91 0.95
O 0.47 -1.94 -1.30
I -2.79 -0.90 -2.39
C -2.23 0.54 0.51
O -1.29 0.49 2.72
H 1.47 0.60 -0.79
C -1.06 0.57 1.57
H -3.28 0.80 1.00
H -0.45 -1.56 0.54
H 0.46 1.97 1.04
C 0.17 -1.18 -0.28
H 0.81 -1.29 -2.06

Results
energy	-679.61276	Eh
Kohn-Sham gap (spin up / spin down)	0.263 / 0.264	hartree
charge	0

No. 6
Formula: C6H5IrN2O6
Source: OMol25
Level of theory: ωB97M-V/def2-TZVPD

Positions of all 20 atoms, in Å:
C -1.10 -1.49 -1.20
O -1.21 2.06 -2.99
O 0.00 0.00 0.80
N -0.35 -1.12 2.75
O 1.20 -0.91 -3.79
N 0.35 1.12 2.74
C 0.74 -0.54 -2.80
C 0.00 0.00 2.08
H -0.36 -1.14 3.78
Ir 0.00 0.00 -1.20
H 0.62 1.97 2.23
C 1.03 1.55 -1.26
O -1.80 -2.40 -1.21
O 1.66 2.50 -1.31
C 1.21 -0.84 -0.08
C -1.38 0.98 -2.48
O 1.97 -1.36 0.62
H -2.32 0.42 -2.69
H 0.36 1.14 3.78
H -0.62 -1.97 2.24

Results
energy	-895.25812	Eh
Kohn-Sham gap (spin up / spin down)	0.157 / 0.221	hartree
2S+1	6
charge	+3

No. 7
Formula: C6H5N
Source: OMol25
Level of theory: ωB97M-V/def2-TZVPD

Positions of all 12 atoms, in Å:
C 0.55 -1.21 -0.36
C -1.53 0.06 1.11
C -0.08 -0.07 -0.55
H -1.83 0.02 -2.01
N -2.17 0.07 0.02
H -0.67 1.43 2.41
C 0.27 1.13 0.36
H 1.51 -1.48 0.30
C -0.60 1.13 1.36
C -1.41 -0.06 -1.00
H 0.12 -2.03 -0.72
H 1.26 1.62 0.25

Results
energy	-286.15924	Eh
Kohn-Sham gap	0.300	hartree
charge	0

No. 8
Formula: C6H5N
Source: OMol25
Level of theory: ωB97M-V/def2-TZVPD

Positions of all 12 atoms, in Å:
H -2.37 -1.03 -0.05
C 0.92 0.06 0.05
C -0.16 -1.07 0.02
H -2.08 1.59 0.25
C -1.24 0.93 0.15
N 3.45 -0.23 0.01
H 0.02 -1.72 0.78
H 0.34 2.28 -0.22
H 0.24 -1.70 -0.94
C 2.33 0.04 0.02
C 0.14 1.20 -0.08
C -1.58 -0.36 0.01

Results
energy	-286.29020	Eh
SMILES	N#CC1=CC=CC1
Kohn-Sham gap	0.331	hartree
charge	0

No. 9
Formula: C6H5N2
Source: OMol25
Level of theory: ωB97M-V/def2-TZVPD

Positions of all 13 atoms, in Å:
C -0.25 0.47 -0.01
H 0.27 2.41 0.01
C 2.32 -0.20 0.05
H -3.42 0.13 0.41
H 0.21 -2.77 -0.25
C 0.75 1.38 -0.06
C -2.49 -0.43 -0.02
N 0.33 -1.74 -0.12
H 2.88 1.99 0.23
H -2.65 -1.47 -0.39
C 1.37 -1.13 0.03
C 2.11 1.13 0.09
N -1.43 0.22 0.01

Results
energy	-340.62779	Eh
SMILES	C=[N+]=C=CC=C=C=N
Kohn-Sham gap	0.264	hartree
charge	+1

No. 10
Formula: C6H5N2
Source: OMol25
Level of theory: ωB97M-V/def2-TZVPD

Positions of all 13 atoms, in Å:
H -1.39 -0.34 -4.07
C 0.79 -0.82 -0.16
N -0.46 -1.21 0.04
H 1.30 -1.26 -0.88
H 2.27 0.48 0.53
C -1.03 0.41 1.78
H 0.67 1.61 2.45
C -0.81 -0.07 -3.16
C 1.24 0.20 0.67
C -1.08 -0.53 0.83
N -0.13 0.00 -2.25
H -1.71 0.78 2.57
C 0.34 0.75 1.64

Results
energy	-340.73054	Eh
Kohn-Sham gap	0.342	hartree
charge	+1

No. 11
Formula: C6H5N3O2S
Source: OMol25
Level of theory: ωB97M-V/def2-TZVPD

Positions of all 17 atoms, in Å:
N -4.98 1.89 -0.05
N 0.26 0.63 0.03
O 3.26 1.01 -0.86
H -1.30 -2.28 -0.46
S 1.44 1.32 0.74
C 4.69 -0.61 0.03
H 0.81 -1.37 -0.01
C -0.03 -0.69 -0.08
H -3.37 -1.11 -0.63
C -2.51 -0.52 -0.35
C -1.26 -1.21 -0.31
O 2.19 0.46 1.64
C -3.94 1.39 -0.06
N 3.99 0.20 -0.38
C -2.68 0.78 -0.04
H -1.85 1.40 0.24
H 5.28 -1.28 0.56

Results
energy	-944.38598	Eh
Kohn-Sham gap (spin up / spin down)	0.272 / 0.272	hartree
charge	0

No. 12
Formula: C6H5N5
Source: OMol25
Level of theory: ωB97M-V/def2-TZVPD

Positions of all 16 atoms, in Å:
C -1.70 2.06 0.07
C 0.00 1.00 -0.98
N -0.83 2.13 -0.86
N 0.40 -2.39 -0.43
H -0.98 -0.91 1.40
H 0.87 1.36 -1.82
N 0.78 -1.12 -0.34
C -1.85 0.99 0.98
C 0.04 -0.01 -0.09
H -2.18 2.90 0.38
N 2.67 -2.33 -0.39
H 2.41 -0.13 0.11
N 1.57 -3.10 -0.55
C -0.99 -0.19 0.84
C 2.20 -1.08 -0.26
H -2.43 0.82 1.92

Results
energy	-505.25059	Eh
SMILES	c1cncc(-n2cnnn2)c1
Kohn-Sham gap	0.365	hartree
charge	0

No. 13
Formula: C6H5NO
Source: OMol25
Level of theory: ωB97M-V/def2-TZVPD

Positions of all 13 atoms, in Å:
H -0.56 -1.88 1.09
C 0.25 -0.25 -0.24
H 2.01 -1.17 -0.82
H 0.82 -1.02 1.83
H 0.91 -1.14 -2.08
C 1.21 -0.54 -1.29
C -1.30 1.88 -0.65
N -1.85 2.56 -1.39
O -1.44 0.82 2.47
H 1.60 0.48 -1.66
C -0.93 0.35 1.48
C -0.06 -0.90 1.19
C -0.67 0.84 0.06

Results
energy	-361.54365	Eh
SMILES	CC1=C(C#N)C(=O)C1
Kohn-Sham gap	0.347	hartree
charge	0

No. 14
Formula: C6H5NO2
Source: OMol25
Level of theory: ωB97M-V/def2-TZVPD

Positions of all 14 atoms, in Å:
H 2.21 0.14 0.85
O 0.08 3.10 1.75
C 1.29 0.19 0.56
C -1.21 -0.08 -0.67
H -0.20 -3.26 -0.94
H 1.59 -1.99 0.06
H -2.19 -0.17 -1.29
C 0.84 -1.10 0.05
C -0.40 -1.14 -0.61
C -0.84 1.13 -0.11
C 0.35 1.28 0.67
H -1.59 1.73 -0.20
N 0.96 2.46 1.07
O -0.90 -2.31 -1.19

Results
energy	-436.68573	Eh
SMILES	O=Nc1ccc(O)cc1
Kohn-Sham gap	0.308	hartree
charge	0

No. 15
Formula: C6H5NO2S2
Source: OMol25
Level of theory: ωB97M-V/def2-TZVPD

Positions of all 16 atoms, in Å:
S -0.88 -2.10 -1.09
C -1.58 -0.76 -0.07
C 0.88 0.91 -0.09
O -4.36 0.55 -0.19
H -2.50 -0.98 0.63
C 1.01 -0.37 0.31
C -0.47 1.42 -0.42
O -5.35 -0.88 1.17
H -0.20 -1.93 1.30
S -3.14 1.52 -0.47
H -0.55 2.50 -0.67
C -0.24 -1.25 0.36
N -4.59 0.01 1.24
H 1.52 1.68 -0.17
H 1.88 -0.96 0.51
C -1.56 0.66 -0.40

Results
energy	-1233.04824	Eh
SMILES	O=NOSC1=CC=C[C@@H]2S[C@H]12
Kohn-Sham gap	0.260	hartree
charge	0

No. 16
Formula: C6H5NOS
Source: OMol25
Level of theory: ωB97M-V/def2-TZVPD

Positions of all 14 atoms, in Å:
C -0.33 -1.76 0.75
H 0.61 1.39 2.01
S -0.66 -2.44 -0.67
H -1.66 0.38 -3.31
C 1.03 1.35 -2.72
H 1.56 0.17 1.87
C -0.99 0.40 -1.16
C -0.21 -0.32 0.89
C -1.17 0.55 -2.40
H 0.20 0.06 3.06
H -0.14 -2.48 1.62
N -0.46 0.59 -0.02
O 1.71 1.81 -1.93
C 0.51 0.31 2.01

Results
energy	-759.64449	Eh
Kohn-Sham gap	0.247	hartree
charge	0

No. 17
Formula: C6H5O3S
Source: OMol25
Level of theory: ωB97M-V/def2-TZVPD

Positions of all 15 atoms, in Å:
O -2.44 -0.30 0.58
C 0.42 1.28 -0.11
C 0.72 0.11 0.57
H 0.59 -0.53 -2.78
O 0.47 1.06 -1.53
C 0.27 -0.29 -1.77
H 1.78 0.09 2.46
C 0.77 -0.03 2.05
O 0.12 2.39 0.30
C -1.71 -0.43 -0.34
H 0.39 -1.01 2.35
H 0.13 0.74 2.49
H -1.69 -1.24 -2.26
C -1.16 -0.70 -1.49
S 1.32 -1.15 -0.52

Results
energy	-855.45293	Eh
Kohn-Sham gap (spin up / spin down)	0.118 / 0.222	hartree
2S+1	3
charge	-1

No. 18
Formula: C6H6
Source: OMol25
Level of theory: ωB97M-V/def2-TZVPD

Positions of all 12 atoms, in Å:
C 2.26 -1.33 0.37
C 1.20 -0.76 0.27
H -2.08 -0.35 -0.68
H -1.25 -1.89 -0.35
H 3.22 -1.80 0.41
C -0.05 -0.13 0.04
C -0.38 2.41 0.61
C -0.15 1.25 0.19
H -0.55 0.97 1.29
C -1.12 -0.87 -0.72
H -0.29 3.46 0.36
H -0.82 -0.94 -1.78

Results
energy	-231.95533	Eh
Kohn-Sham gap	0.294	hartree
charge	0

No. 19
Formula: C6H6
Source: OMol25
Level of theory: ωB97M-V/def2-TZVPD

Positions of all 12 atoms, in Å:
C -0.30 0.05 -0.79
H -0.24 -0.19 -2.90
H 0.34 -0.08 0.47
C -1.78 0.82 0.99
C 0.32 0.07 2.04
C 0.39 -0.36 -2.03
C -0.95 0.57 1.89
H 1.32 0.21 -2.16
H 1.13 0.76 2.29
H 0.66 -1.42 -1.99
C -1.34 0.52 -0.24
H 0.45 -0.94 2.44

Results
energy	-231.97461	Eh
Kohn-Sham gap	0.322	hartree
charge	0

No. 20
Formula: C6H6
Source: OMol25
Level of theory: ωB97M-V/def2-TZVPD

Positions of all 12 atoms, in Å:
C 2.06 0.19 0.24
H 1.95 1.24 0.12
H 3.04 -0.27 0.20
H -0.97 -0.51 1.49
H -0.90 -0.54 -1.61
C 0.78 -0.04 0.40
C -0.05 2.43 0.21
H -2.38 -0.59 -0.63
C -0.62 -0.25 0.50
H -1.24 -1.97 -0.60
C -1.33 -0.89 -0.67
C -0.34 1.20 0.36

Results
energy	-231.96921	Eh
Kohn-Sham gap	0.348	hartree
charge	0